[1]
17
Properties=species:S:1:pos:R:3:lowdin_charge:R:1 method="wB97M-V/def2-TZVPD" relative_energy_ev=1.993 smiles=C[C@@H](O)[C@H]1CCO1 max_force_ev_per_a=0.3 orbital_gap_ha=0.4067 charge=0 total_energy_ha=-346.95218
C 1.6596 -1.4294 0.7430 -0.04
C 0.2187 -0.9873 0.5185 -0.41
O -0.4096 -0.5757 1.7129 -0.03
C 0.1101 0.1277 -0.5236 -0.28
C -1.2872 0.4541 -1.0584 -0.08
C -0.9705 1.8786 -0.5953 -0.16
O 0.2226 1.4362 0.0855 -0.10
H 1.6995 -2.2047 1.5132 0.08
H 2.0807 -1.8384 -0.1837 0.08
H 2.2841 -0.5869 1.0615 0.09
H -0.3613 -1.8412 0.1434 0.15
H -0.1831 0.3644 1.8054 0.09
H 0.8729 0.0078 -1.3049 0.15
H -1.4569 0.2967 -2.1260 0.11
H -2.0716 -0.0294 -0.4700 0.12
H -1.6852 2.3533 0.0851 0.12
H -0.7226 2.5743 -1.4067 0.12

=====

[2]
10
Properties=species:S:1:pos:R:3:lowdin_charge:R:1 method="wB97M-V/def2-TZVPD" relative_energy_ev=2.542 max_force_ev_per_a=3.8 orbital_gap_ha=0.2448 charge=0 total_energy_ha=-3049.23347
C 0.5384 -1.3107 0.2391 -0.11
C 0.2147 -0.0833 -0.5242 -0.43
N 0.6000 1.1486 -0.3746 -0.39
P 0.3089 2.6154 0.1277 0.92
Br -2.5053 0.0110 -0.0024 -0.23
H 1.3441 -1.9829 -0.1889 0.11
H 0.6813 -1.0425 1.3127 0.10
H -0.4023 -1.8332 0.0906 0.03
H -0.0158 -0.0332 -1.6708 0.15
H -0.7641 2.5109 0.9908 -0.16

=====

[3]
15
Properties=species:S:1:pos:R:3:lowdin_charge:R:1 method="wB97M-V/def2-TZVPD" relative_energy_ev=1.780 smiles=N#C[C@@H](N)CCO max_force_ev_per_a=1.3 orbital_gap_ha=0.3995 charge=0 total_energy_ha=-341.93822
N -2.1124 -0.5999 0.0516 0.04
C -0.7801 -0.1324 0.4318 -0.40
C 0.2010 -0.5652 -0.6630 -0.14
C 1.6322 -0.0293 -0.5036 -0.24
O 1.8368 0.5587 0.7705 -0.08
C -0.8538 1.3374 0.5854 -0.19
N -0.9469 2.4828 0.7261 0.15
H -2.1254 -1.6161 0.0330 0.08
H -2.7909 -0.3039 0.7451 0.08
H -0.4112 -0.5224 1.3930 0.15
H -0.2249 -0.2590 -1.6216 0.12
H 0.2055 -1.6602 -0.6625 0.11
H 1.8250 0.7044 -1.2948 0.12
H 2.3627 -0.8400 -0.6134 0.11
H 2.1824 1.4450 0.6222 0.09

=====

[4]
15
Properties=species:S:1:pos:R:3:lowdin_charge:R:1 method="wB97M-V/def2-TZVPD" relative_energy_ev=3.778 smiles="[H]/N=[N+]1/C=[NH+]CNC1" max_force_ev_per_a=4.6 orbital_gap_ha="0.2922 / 0.2923" charge=+2 total_energy_ha=-337.30061
C -0.5620 -1.1111 0.9431 0.11
C 0.8042 -0.7052 -1.0359 -0.03
C 0.0191 1.2520 0.1594 0.08
N -2.1977 0.5834 1.4454 0.33
N 0.1577 0.6400 -1.0698 0.09
N 0.3980 -1.4046 0.1472 0.18
N -1.1153 0.2119 1.0398 -0.03
H -0.8444 -1.7510 1.7604 0.19
H 0.6655 -1.3752 -1.8128 0.16
H 1.8238 -0.5534 -1.0282 0.15
H 0.8606 0.9990 0.6776 0.12
H -0.5828 2.0550 0.2715 0.11
H -2.4272 1.5628 1.6865 0.17
H -0.2662 0.9464 -1.9095 0.16
H 0.9167 -2.2494 0.3307 0.21

=====

[5]
14
Properties=species:S:1:pos:R:3:lowdin_charge:R:1 method="wB97M-V/def2-TZVPD" relative_energy_ev=3.063 max_force_ev_per_a=4.0 orbital_gap_ha=0.2946 charge=0 total_energy_ha=-572.52751
C 2.1238 -0.2117 -0.3257 -0.12
N 0.9568 0.3653 0.3753 -0.14
C -0.3526 -0.2077 0.1140 -0.42
C -1.5289 0.7540 0.3514 -0.66
S -3.0013 -0.0777 -0.2183 0.59
H 3.0496 0.1556 0.0896 0.07
H 2.0261 -1.2790 -0.0976 0.08
H 2.0965 -0.1090 -1.4169 0.07
H 0.8755 1.3733 0.2848 0.09
H -0.5778 -1.0774 0.7068 0.06
H -0.5580 -0.4773 -0.9549 0.08
H -1.3059 1.7263 -0.1854 0.10
H -1.6752 0.9413 1.4200 0.06
H -2.1286 -1.8759 -0.1431 0.14

=====

[6]
54
Properties=species:S:1:pos:R:3:lowdin_charge:R:1 method="wB97M-V/def2-TZVPD" smiles="O=C(O)c1ccccc1/N=N/c1ccc(O)cc1.CNC(=O)[C@H](CC(N)=O)NC(C)=O" max_force_ev_per_a=3.2 orbital_gap_ha=0.2763 charge=0 total_energy_ha=-1501.16030
O 0.7536 6.2802 4.8375 0.07
O 1.1848 0.4484 -2.3254 0.05
O -2.3523 -4.9843 -3.4709 0.07
O -2.4289 -1.9452 -1.3922 0.07
N 1.9285 1.3688 2.7684 0.07
N 1.5505 2.4977 3.2359 0.09
O 0.2004 4.9293 3.1284 0.10
O -1.4827 -2.5206 0.8398 0.02
C 0.9943 5.2891 4.1622 -0.46
C 0.6217 -0.6269 -2.4461 -0.53
C -1.8972 -4.1395 -4.2137 -0.59
C -2.5995 -1.7142 -2.5761 -0.39
C 4.5991 3.1723 5.2715 -0.08
C 4.3527 4.4598 5.7241 -0.08
C -0.2448 0.8326 1.7214 0.01
C 1.4830 -0.8279 2.0605 -0.01
C 3.6731 2.5521 4.4395 -0.02
C -1.0970 -0.1700 1.2302 0.00
C 0.6237 -1.8231 1.6052 -0.03
C 3.1817 5.1159 5.3449 -0.01
C 1.0467 0.4955 2.1609 -0.28
C 2.4736 3.1909 4.0313 -0.18
C -0.6669 -1.5003 1.2140 -0.35
C 2.2192 4.5106 4.5003 -0.07
N -2.3614 -4.0383 -5.4362 0.18
N -3.8486 -1.4897 -2.9998 0.06
N -0.3662 -0.7317 -3.3348 0.12
C 1.1288 -1.8167 -1.6681 0.02
C -4.3150 -1.1808 -4.3514 -0.06
C -0.8311 -3.1614 -3.7699 -0.04
C -1.4113 -1.7470 -3.5680 -0.18
H -0.5039 5.5919 3.1194 0.12
H -1.9562 -2.2797 0.0012 0.03
H 5.5062 2.6529 5.5673 0.10
H 5.0691 4.9536 6.3743 0.10
H -0.5823 1.8630 1.7870 0.11
H 2.4831 -1.0884 2.3921 0.11
H 3.9058 1.5415 4.1225 0.10
H -2.1021 0.0748 0.9055 0.11
H 0.9435 -2.8593 1.5716 0.12
H 3.0210 6.1234 5.7215 0.12
H -1.9543 -3.4023 -6.0938 0.11
H -3.0413 -4.7334 -5.6933 0.13
H -4.5476 -1.5510 -2.2731 0.15
H -0.4988 0.1401 -3.8219 0.15
H 0.3038 -2.3046 -1.1625 0.06
H 1.8522 -1.4689 -0.9332 0.09
H 1.6190 -2.5098 -2.3461 0.09
H -3.8151 -0.2878 -4.7313 0.09
H -5.3906 -0.9938 -4.3326 0.09
H -4.1258 -2.0236 -5.0173 0.07
H -0.4386 -3.5514 -2.8351 0.12
H -0.0331 -3.1372 -4.5108 0.14
H -1.8265 -1.4756 -4.5353 0.12

=====

[7]
14
Properties=species:S:1:pos:R:3:lowdin_charge:R:1 method="wB97M-V/def2-TZVPD" relative_energy_ev=4.182 max_force_ev_per_a=7.4 orbital_gap_ha=0.3464 charge=0 total_energy_ha=-412.05526
C -0.4513 0.3256 0.1252 -0.53
C 1.2755 -0.9025 -0.2975 -0.48
C 0.0246 -1.5428 -0.7662 -0.08
H -1.2591 2.0288 2.2327 0.14
H -0.2890 2.7636 0.7255 0.13
H -2.3057 1.1192 -0.4206 0.23
H 2.2718 -2.1522 -1.0500 0.07
H 0.2192 -1.6994 -1.8175 0.12
H -0.2778 -2.5919 -0.3637 0.17
N -1.2564 2.3978 1.1632 -0.02
N -1.4401 1.2295 0.3089 -0.07
N 0.8900 0.3398 0.2439 0.17
N 2.5067 -1.3846 -0.2961 0.10
O -1.0442 -0.6035 -0.4518 0.04

=====

[8]
16
Properties=species:S:1:pos:R:3:lowdin_charge:R:1 method="wB97M-V/def2-TZVPD" relative_energy_ev=5.679 smiles="O[C@]12C=NN[C@@H]1CC2" max_force_ev_per_a=5.5 orbital_gap_ha=0.3757 charge=0 total_energy_ha=-379.87949
C 0.3152 -0.1947 -0.5086 -0.40
C 1.0168 -1.6825 -0.3113 -0.01
C 0.4641 -1.4426 1.2064 -0.12
C -0.5527 -0.4261 0.6440 -0.27
C -0.6108 0.6701 -1.3551 -0.11
H 0.9798 1.7196 0.2544 0.15
H 2.1034 -1.9944 -0.5268 0.13
H 0.3550 -2.4474 -0.7231 0.09
H 1.2967 -1.2570 1.9909 0.14
H 0.0745 -2.2865 1.5694 0.03
H -1.4002 -1.2309 0.5651 0.18
H -1.9755 1.2721 1.1781 0.17
H -0.7997 0.7358 -2.4632 0.13
N -0.9593 1.0265 0.7837 -0.04
N -1.2202 1.4461 -0.5843 0.01
O 1.3533 0.8294 -0.1617 -0.09